ORCA calculation (wB97M-V/def2-TZVPD) on C47H56IrN4O4P4 as an isolated structure in a non-equilibrium geometry.

Structure (ORCA input):
```
! RIJCOSX wB97M-V def2-TZVPD def2/J DEFGRID3
* xyz 3 5
Ir -0.138 0.120 0.131
C -6.057 -2.767 1.845
C -5.479 -1.340 1.885
C -6.532 -0.373 2.454
C -5.114 -0.908 0.469
C -6.081 -0.800 -0.526
C -5.771 -0.410 -1.822
C -4.465 -0.105 -2.154
C -3.473 -0.205 -1.182
P -1.769 0.235 -1.602
C -1.324 -0.886 -2.950
C -1.665 -2.232 -2.791
C -1.359 -3.148 -3.786
C -0.726 -2.724 -4.950
C -0.356 -1.395 -5.098
C -0.633 -0.479 -4.090
C -1.938 1.946 -2.185
C -1.964 2.921 -1.181
C -2.263 4.242 -1.487
C -2.513 4.606 -2.806
C -2.476 3.646 -3.811
C -2.208 2.316 -3.503
C -3.815 -0.610 0.101
O -2.765 -0.686 0.980
C -2.989 -1.012 2.297
C -1.853 -1.011 3.094
C -1.969 -1.339 4.442
C -3.211 -1.659 4.957
C -4.324 -1.652 4.130
C -4.243 -1.327 2.779
P -0.225 -0.701 2.369
C 0.628 0.391 3.533
C 1.996 0.253 3.776
C 2.626 1.095 4.684
C 1.905 2.097 5.320
C 0.553 2.266 5.046
C -0.087 1.416 4.156
C 0.606 -2.311 2.392
C 1.156 -2.842 3.562
C 1.716 -4.111 3.550
C 1.727 -4.858 2.378
C 1.173 -4.341 1.215
C 0.615 -3.070 1.221
H -6.954 -2.799 1.225
H -6.337 -3.097 2.847
H -5.331 -3.474 1.440
H -7.433 -0.378 1.840
H -6.147 0.648 2.495
H -6.823 -0.671 3.462
H -7.114 -1.021 -0.284
H -6.551 -0.336 -2.568
H -4.220 0.206 -3.163
H -2.191 -2.556 -1.899
H -1.625 -4.190 -3.663
H -0.522 -3.431 -5.745
H 0.137 -1.073 -6.007
H -0.320 0.552 -4.200
H -1.777 2.638 -0.151
H -2.317 4.982 -0.698
H -2.762 5.632 -3.048
H -2.684 3.929 -4.835
H -2.233 1.575 -4.291
H -1.097 -1.343 5.087
H -3.312 -1.920 6.002
H -5.288 -1.912 4.552
H 2.559 -0.530 3.282
H 3.678 0.960 4.908
H 2.396 2.743 6.039
H -0.007 3.049 5.541
H -1.148 1.534 3.965
H 1.148 -2.273 4.483
H 2.137 -4.521 4.459
H 2.160 -5.851 2.376
H 1.172 -4.929 0.306
H 0.180 -2.673 0.309
C 3.263 3.032 1.897
N 3.664 2.574 0.545
C 5.113 2.580 0.278
P 2.565 2.258 -0.564
O 1.211 2.000 -0.055
O 3.124 1.175 -1.530
P 2.985 -0.468 -1.380
O 1.738 -0.836 -0.648
N 4.262 -0.941 -0.513
C 5.599 -0.869 -1.122
C 4.132 -1.901 0.599
N 3.124 -0.901 -2.923
C 2.911 -2.341 -3.175
C 3.136 -0.045 -4.110
N 2.517 3.554 -1.745
C 1.343 3.720 -2.569
C 3.687 4.328 -2.095
H 3.644 4.037 2.077
H 3.689 2.355 2.631
H 2.182 3.026 2.006
H 5.525 3.579 0.430
H 5.337 2.241 -0.732
H 5.600 1.902 0.979
H 5.619 -0.151 -1.942
H 5.903 -1.842 -1.514
H 6.326 -0.559 -0.372
H 3.086 -2.049 0.856
H 4.665 -1.532 1.476
H 4.566 -2.861 0.314
H 3.119 -2.925 -2.276
H 3.591 -2.673 -3.958
H 1.884 -2.539 -3.483
H 3.346 0.987 -3.844
H 2.185 -0.089 -4.640
H 3.918 -0.386 -4.789
H 0.488 3.204 -2.148
H 1.586 3.306 -3.562
H 1.134 4.786 -2.689
H 4.349 4.446 -1.242
H 3.375 5.301 -2.474
H 4.219 3.797 -2.899
*
```

E_LUMO (alpha / beta)   -6.41 / -11.50 eV
ΔE to the lowest compared entry with this formula, charge and spin   0.0 kcal per mole

---

ORCA calculation (wB97M-V/def2-TZVPD) on C47H57HgN3O6P as an isolated structure in a non-equilibrium geometry.

Structure (ORCA input):
```
! RIJCOSX wB97M-V def2-TZVPD def2/J DEFGRID3
* xyz -2 2
Hg 0.001 -0.426 -1.219
C 2.426 -1.551 4.335
C 1.122 -1.325 5.101
C 0.097 -2.385 4.683
C 0.509 0.065 5.059
C -0.132 0.468 6.229
C -0.764 1.694 6.338
C -0.757 2.546 5.246
C -0.132 2.186 4.059
C -0.124 3.157 2.897
C 0.862 4.302 3.155
C -1.512 3.716 2.586
C 0.509 0.935 3.953
N 1.087 0.525 2.732
C 2.297 0.992 2.520
O 2.951 1.800 3.218
C 3.079 0.354 1.379
C 4.378 -0.023 1.722
C 5.171 -0.658 0.789
C 4.672 -0.829 -0.488
C 3.388 -0.380 -0.773
N 2.582 0.167 0.148
C 2.997 -0.452 -2.242
O 3.952 -0.481 -3.036
N 1.712 -0.505 -2.587
C 1.536 -0.491 -4.008
C 1.374 0.747 -4.647
C 1.281 0.808 -6.030
C 1.381 -0.343 -6.791
C 1.534 -1.557 -6.150
C 1.588 -1.670 -4.762
C 1.684 -3.113 -4.261
C 1.976 -3.370 -2.784
C 0.394 -3.861 -4.638
C 1.336 2.024 -3.828
C 2.724 2.673 -3.752
C 0.297 3.028 -4.325
H 2.865 -2.502 4.653
H 3.148 -0.755 4.532
H 2.252 -1.587 3.263
H 1.358 -1.488 6.159
H -0.199 -2.233 3.639
H -0.801 -2.343 5.305
H 0.527 -3.387 4.768
H -0.119 -0.204 7.083
H -1.240 1.988 7.266
H -1.244 3.513 5.317
H 0.215 2.610 2.018
H 0.542 4.885 4.026
H 0.902 4.970 2.289
H 1.858 3.907 3.345
H -1.848 4.409 3.364
H -2.257 2.917 2.491
H -1.488 4.254 1.637
H 4.719 0.197 2.723
H 6.170 -0.993 1.045
H 5.249 -1.258 -1.293
H 1.142 1.763 -6.522
H 1.331 -0.295 -7.873
H 1.619 -2.462 -6.743
H 2.513 -3.556 -4.829
H 1.164 -3.007 -2.154
H 2.907 -2.907 -2.458
H 2.060 -4.450 -2.632
H -0.467 -3.324 -4.239
H 0.413 -4.874 -4.224
H 0.270 -3.939 -5.719
H 1.062 1.713 -2.819
H 2.989 3.098 -4.725
H 3.482 1.937 -3.487
H 2.740 3.479 -3.011
H 0.548 3.400 -5.321
H 0.252 3.895 -3.659
H -0.696 2.577 -4.377
O -3.141 -1.245 -4.667
C -2.449 -1.160 -3.638
O -1.200 -1.202 -3.532
C -3.275 -1.010 -2.326
P -2.416 -0.713 -0.742
C -2.185 -2.493 -0.105
C -3.336 -3.279 0.023
C -3.281 -4.559 0.547
C -2.072 -5.074 1.006
C -0.934 -4.284 0.939
C -0.997 -3.005 0.402
C -2.663 1.192 -0.694
C -2.211 1.958 -1.765
C -2.585 3.286 -1.896
C -3.406 3.875 -0.942
C -3.850 3.124 0.137
C -3.494 1.785 0.245
H -3.833 -1.943 -2.238
H -3.992 -0.206 -2.496
H -4.290 -2.876 -0.301
H -4.185 -5.155 0.611
H -2.022 -6.075 1.418
H 0.012 -4.657 1.316
H -0.092 -2.401 0.385
H -1.571 1.503 -2.518
H -2.238 3.864 -2.746
H -3.703 4.913 -1.045
H -4.482 3.579 0.893
H -3.865 1.189 1.071
O 0.575 2.645 -0.440
H 0.823 2.795 -1.359
H 1.311 2.139 -0.063
C -3.773 -1.151 2.888
C -2.638 -0.167 3.092
O -1.744 -0.305 2.007
H -4.525 -1.033 3.673
H -3.395 -2.174 2.908
H -4.246 -0.994 1.916
H -2.136 -0.364 4.046
H -3.029 0.863 3.146
H -0.881 0.102 2.181
*
```

E_LUMO (alpha / beta)   4.41 / 4.38 eV
ΔE to the lowest compared entry with this formula, charge and spin   43.5 kcal per mole

---

ORCA calculation (wB97M-V/def2-TZVPD) on C47H58CrGeN10 as an isolated structure.

Structure (ORCA input):
```
! RIJCOSX wB97M-V def2-TZVPD def2/J DEFGRID3
* xyz 0 5
Cr 0.170 -0.141 -0.406
C 5.732 -1.066 1.349
C 5.011 0.092 1.058
C 3.666 0.041 0.748
C 2.960 -1.188 0.717
C 3.702 -2.354 1.014
C 5.056 -2.277 1.316
N 1.635 -1.193 0.432
N 1.041 -2.509 0.320
C -1.442 -2.807 0.351
C -1.383 -3.518 1.574
C -2.516 -4.115 2.087
C -3.728 -3.992 1.419
C -3.721 -3.232 0.259
N -2.642 -2.653 -0.255
H 6.786 -1.021 1.588
H 5.513 1.054 1.066
H 3.134 0.952 0.506
H 3.210 -3.315 0.978
H 5.592 -3.195 1.528
H -0.450 -3.662 2.103
H -2.450 -4.689 3.004
H -4.637 -4.455 1.778
H -4.644 -3.084 -0.298
C -3.518 -0.935 3.029
N -2.408 -0.065 3.417
C -1.854 -0.439 4.718
C -0.511 0.258 4.725
N -0.195 0.272 3.316
C 1.015 0.932 2.892
C -1.345 0.252 2.564
N -1.343 0.553 1.313
C -2.592 0.555 0.568
C -2.498 1.212 -0.803
N -1.356 0.767 -1.607
C -1.258 1.189 -2.825
N -0.138 1.058 -3.624
C 1.221 0.837 -3.174
C -0.265 1.897 -4.799
C -1.765 2.017 -4.938
N -2.229 1.860 -3.559
C -3.656 1.547 -3.451
H -4.116 -1.107 3.924
H -3.168 -1.900 2.655
H -4.168 -0.484 2.290
H -1.727 -1.528 4.778
H -2.514 -0.119 5.523
H 0.247 -0.281 5.293
H -0.586 1.278 5.128
H 1.870 0.480 3.395
H 0.993 2.006 3.130
H 1.161 0.791 1.828
H -3.370 1.120 1.095
H -2.957 -0.461 0.411
H -2.456 2.306 -0.701
H -3.449 0.967 -1.271
H 1.288 0.037 -2.444
H 1.675 1.746 -2.770
H 1.806 0.494 -4.027
H 0.209 1.430 -5.662
H 0.208 2.875 -4.632
H -2.164 1.213 -5.567
H -2.085 2.972 -5.350
H -4.121 1.830 -4.394
H -4.141 2.115 -2.662
H -3.825 0.478 -3.298
C 2.276 4.943 -0.793
C 1.079 4.434 0.018
C -0.235 5.014 -0.521
C 1.247 4.761 1.507
C 1.006 2.971 -0.126
N 0.921 1.840 -0.237
H 2.348 6.025 -0.674
H 2.156 4.720 -1.854
H 3.207 4.493 -0.447
H -0.173 6.103 -0.504
H -1.080 4.702 0.094
H -0.419 4.692 -1.548
H 1.227 5.845 1.632
H 2.196 4.384 1.889
H 0.438 4.327 2.096
C -0.268 -2.285 -0.360
Ge -0.171 -3.187 -2.106
C 1.385 -2.617 -3.160
C 2.583 -2.314 -2.505
C 3.705 -1.906 -3.215
C 3.659 -1.818 -4.601
C 2.490 -2.155 -5.271
C 1.364 -2.549 -4.553
C -1.753 -2.993 -3.258
C -1.923 -1.928 -4.142
C -3.058 -1.823 -4.940
C -4.057 -2.782 -4.863
C -3.908 -3.849 -3.984
C -2.769 -3.951 -3.199
C 0.051 -5.126 -1.858
C 0.428 -5.670 -0.631
C 0.610 -7.040 -0.480
C 0.424 -7.891 -1.559
C 0.059 -7.366 -2.792
C -0.124 -5.996 -2.935
H 0.883 -2.829 1.270
H 2.638 -2.390 -1.426
H 4.616 -1.665 -2.678
H 4.535 -1.506 -5.159
H 2.454 -2.119 -6.354
H 0.466 -2.816 -5.100
H -1.156 -1.164 -4.217
H -3.160 -0.995 -5.633
H -4.939 -2.706 -5.488
H -4.681 -4.607 -3.915
H -2.673 -4.792 -2.521
H 0.599 -5.015 0.216
H 0.903 -7.442 0.483
H 0.567 -8.959 -1.443
H -0.082 -8.022 -3.643
H -0.413 -5.606 -3.906
*
```

E_LUMO (alpha / beta)   0.21 / 0.20 eV
ΔE to the lowest compared entry with this formula, charge and spin   0.0 kcal per mole

---

ORCA calculation (wB97M-V/def2-TZVPD) on C47H59NO2SbSi4Ti as an isolated structure in a non-equilibrium geometry.

Structure (ORCA input):
```
! RIJCOSX wB97M-V def2-TZVPD def2/J DEFGRID3
* xyz -1 3
Ti -0.072 -0.078 -0.206
N -1.106 1.472 1.564
C -2.141 1.188 2.477
C -2.900 2.242 2.983
C -3.998 2.018 3.794
C -4.358 0.713 4.087
C -3.580 -0.333 3.621
C -2.426 -0.137 2.856
C -1.509 -1.268 2.550
C -1.512 -2.347 3.448
C -0.680 -3.438 3.295
C 0.248 -3.440 2.263
C 0.279 -2.359 1.404
C -0.604 -1.273 1.467
H -1.005 2.464 1.408
H -0.213 1.065 1.839
H -2.613 3.258 2.735
H -4.570 2.852 4.182
H -5.238 0.508 4.683
H -3.895 -1.342 3.852
H -2.161 -2.325 4.315
H -0.735 -4.274 3.981
H 0.928 -4.272 2.128
H 1.044 -2.354 0.624
C 3.263 0.200 2.240
C 2.586 0.242 0.898
O 1.305 0.551 0.896
C 3.284 0.037 -0.315
C 4.695 0.019 -0.395
C 5.341 -0.024 -1.611
C 4.603 -0.054 -2.796
C 3.220 -0.087 -2.752
C 2.540 -0.083 -1.534
O 1.225 -0.221 -1.511
H 2.500 0.177 3.016
H 3.895 1.081 2.400
H 3.889 -0.689 2.341
H 5.271 0.068 0.521
H 6.423 -0.017 -1.648
H 5.109 -0.070 -3.754
H 2.625 -0.142 -3.657
C -1.152 4.041 -5.958
Si -0.148 2.871 -4.813
C 1.677 3.438 -4.932
C -0.145 1.149 -5.642
Sb -0.770 1.886 -1.886
Si -3.163 2.505 -1.349
C -3.950 0.926 -0.648
C -3.933 2.941 -3.024
C -3.684 3.956 -0.231
Si 0.424 3.924 -0.923
C -0.020 4.596 0.817
C 0.056 5.419 -2.037
C 2.283 3.579 -0.910
H -0.658 4.185 -6.924
H -1.276 5.024 -5.496
H -2.150 3.637 -6.143
H 2.018 3.435 -5.971
H 2.315 2.753 -4.366
H 1.830 4.443 -4.531
H 0.516 1.125 -6.513
H -1.143 0.848 -5.971
H 0.208 0.395 -4.933
H -4.177 0.234 -1.462
H -4.872 1.129 -0.098
H -3.256 0.419 0.028
H -3.753 2.147 -3.752
H -3.476 3.855 -3.413
H -5.011 3.103 -2.942
H -3.569 3.733 0.831
H -4.742 4.159 -0.417
H -3.123 4.864 -0.464
H -1.091 4.522 1.030
H 0.234 5.658 0.856
H 0.532 4.097 1.618
H -0.993 5.712 -1.937
H 0.224 5.177 -3.087
H 0.676 6.281 -1.775
H 2.501 2.680 -0.333
H 2.857 4.404 -0.479
H 2.647 3.402 -1.926
C -4.850 -1.213 -4.698
C -4.953 -2.215 -3.744
C -3.920 -2.433 -2.841
C -2.763 -1.652 -2.853
C -2.698 -0.627 -3.803
C -3.714 -0.415 -4.723
Si -1.277 -1.918 -1.655
C -1.859 -3.478 -0.699
C -1.339 -4.755 -0.911
C -1.791 -5.851 -0.187
C -2.778 -5.693 0.774
C -3.308 -4.431 1.005
C -2.849 -3.343 0.278
C 0.030 -2.661 -2.881
C -0.121 -2.672 -4.268
C 0.889 -3.121 -5.113
C 2.088 -3.576 -4.589
C 2.258 -3.597 -3.211
C 1.242 -3.151 -2.381
H -5.643 -1.058 -5.419
H -5.842 -2.835 -3.709
H -4.010 -3.234 -2.118
H -1.825 0.018 -3.830
H -3.622 0.373 -5.463
H -0.568 -4.894 -1.660
H -1.373 -6.833 -0.379
H -3.135 -6.547 1.339
H -4.077 -4.294 1.757
H -3.270 -2.360 0.476
H -1.050 -2.326 -4.704
H 0.735 -3.112 -6.186
H 2.884 -3.911 -5.244
H 3.193 -3.940 -2.784
H 1.403 -3.194 -1.310
*
```

E_LUMO (alpha / beta)   2.40 / 2.35 eV
ΔE to the lowest compared entry with this formula, charge and spin   50.6 kcal per mole